This record from the Open Molecules 2025 dataset describes a 10-piece molecular cluster, C26H75N3O10 overall. The level of theory is the ωB97M-V functional and the def2-TZVPD basis.

The calculation puts the LUMO energy at 0.006 hartree. The SMILES is COC[C@H](C)N.COC[C@H](C)N.COC[C@H](C)N.CCO.CCO.CCO.CCO.CCO.CCO.CCO. The value obtained for the energy above the lowest of the compared OMol25 structures with the same formula, charge and spin is 0.0 kcal per mole. For the gap between HOMO and LUMO, the calculation gives 9.3 eV. Its total energy is -53120.5911 eV. The HOMO energy is -9.099 eV.

Element x y z (Å)
O 1.55 -2.69 2.19
O 1.19 -3.71 -0.43
O -3.21 -4.47 0.71
O 0.41 1.43 -5.85
O 4.78 2.08 0.94
O -0.45 -3.65 -3.11
O -3.80 3.61 2.25
O -5.29 2.95 -0.24
O 0.06 0.49 -1.34
O 2.24 7.30 0.45
N 1.76 3.68 1.02
N -5.70 -5.54 0.15
N 2.81 1.36 -0.97
C 1.83 4.89 0.18
C -3.10 2.86 4.46
C 3.16 -0.98 -0.45
C -4.35 -4.10 1.48
C -4.23 0.85 -0.76
C 2.36 -4.35 -0.87
C -0.62 -0.32 -0.41
C 0.67 -2.62 3.33
C -5.33 -5.26 1.54
C -4.70 -6.46 2.28
C 2.36 6.02 1.04
C -2.32 -3.41 0.60
C -0.42 0.16 1.03
C 0.50 5.17 -0.47
C 0.51 2.71 -5.23
C -2.88 2.80 2.96
C 4.74 0.76 0.43
C -0.60 -1.54 -4.27
C 1.44 2.59 -4.04
C -4.56 2.25 -1.22
C 3.13 7.52 -0.62
C 3.31 0.44 0.07
C 6.08 2.62 0.96
C 0.30 -2.50 -3.54
C 0.88 -3.78 4.26
C 2.40 -5.85 -0.64
H -0.93 -1.99 -5.21
H 1.57 -6.35 -1.15
H 2.42 2.38 -4.47
H 1.82 6.03 1.99
H 3.42 5.84 1.25
H 0.49 6.21 -0.81
H -3.44 0.89 -0.01
H -4.10 2.49 4.69
H -4.80 -3.22 1.01
H 5.37 0.64 -0.46
H 1.83 -3.71 4.80
H 0.56 -0.18 1.40
H 1.31 -3.49 0.51
H -0.50 3.04 -4.93
H -0.37 1.34 -6.39
H -3.00 3.84 4.93
H -1.08 -0.36 1.73
H 2.12 -1.25 -0.64
H -5.38 -6.83 3.05
H -1.67 -0.38 -0.68
H -6.15 -4.83 2.11
H 5.97 3.66 1.26
H 2.56 4.70 -0.62
H -3.84 0.21 -1.56
H 0.86 3.46 -5.95
H -1.48 -3.72 -0.03
H 3.01 8.57 -0.87
H -2.36 2.22 4.95
H 1.40 3.54 -3.50
H -3.07 1.78 2.64
H 2.65 3.25 1.18
H 1.12 3.03 0.59
H -6.11 -6.47 0.07
H -0.35 5.10 0.21
H 0.86 -1.68 3.85
H 5.14 0.04 1.16
H -1.51 -1.40 -3.67
H 3.17 2.28 -0.75
H -2.76 -2.50 0.17
H -0.42 1.24 1.11
H -5.10 0.34 -0.32
H 2.41 -2.94 2.55
H 2.31 -6.06 0.43
H 2.87 6.94 -1.52
H 3.46 -1.67 0.34
H -4.84 -5.66 -0.37
H 2.58 -4.05 -1.90
H 6.70 2.09 1.69
H -4.36 -7.25 1.62
H 3.28 -3.94 -0.40
H 2.64 0.48 0.94
H 1.13 -2.84 -4.18
H -1.82 3.00 2.73
H 3.28 1.08 -1.83
H 0.80 -2.04 -2.67
H -4.74 3.06 0.55
H -3.66 2.78 -1.53
H 3.32 -6.28 -1.04
H -0.34 -2.62 2.95
H 0.35 4.55 -1.36
H 0.13 -3.80 5.06
H -3.48 4.51 2.17
H -4.02 -3.82 2.49
H 0.82 -4.76 3.79
H -0.13 -0.59 -4.50
H 6.55 2.56 -0.03
H 3.68 -1.20 -1.38
H 4.17 7.30 -0.34
H -3.82 -6.17 2.87
H -0.17 -3.84 -2.21
H 1.11 1.79 -3.38
H -5.21 2.22 -2.10
H 0.97 0.68 -1.05
H -1.88 -3.20 1.59
H -0.26 -1.36 -0.48

---

This record from the Open Molecules 2025 dataset describes a 10-piece molecular cluster, C26H77N5O10 overall. The level of theory is the ωB97M-V functional and the def2-TZVPD basis.

The calculation puts the LUMO energy at 0.022 hartree. The SMILES is COC[C@H](C)N.COC[C@H](C)N.COC[C@H](C)N.COC[C@H](C)N.COC[C@H](C)N.CCO.CCO.CCO.O.O. The value obtained for the energy above the lowest of the compared OMol25 structures with the same formula, charge and spin is 0.0 kcal per mole. For the gap between HOMO and LUMO, the calculation gives 9.6 eV. Its total energy is -56133.6969 eV. The HOMO energy is -8.961 eV.

Element x y z (Å)
O 14.05 12.58 10.54
O 14.45 9.60 17.79
O 9.34 16.13 14.03
O 17.99 14.71 11.84
O 10.45 16.41 11.50
O 15.98 17.33 16.76
O 10.31 16.12 16.69
O 12.99 12.86 14.99
O 10.50 12.13 13.85
O 9.35 14.32 9.74
N 14.31 17.12 19.11
N 13.69 7.20 15.08
N 20.27 15.94 14.29
N 12.26 14.81 9.80
N 10.33 13.31 16.61
C 8.30 17.08 14.03
C 13.36 11.52 11.18
C 14.36 10.86 17.25
C 14.88 16.44 16.84
C 13.46 8.33 16.00
C 9.34 12.43 15.99
C 16.60 14.60 11.82
C 10.30 13.55 9.09
C 8.27 13.53 10.11
C 14.77 15.96 18.31
C 14.35 10.55 11.82
C 13.78 14.76 18.36
C 19.88 15.27 13.05
C 12.26 13.69 7.57
C 20.42 13.87 12.74
C 11.45 14.45 8.65
C 15.82 18.04 15.52
C 12.30 7.99 16.96
C 9.36 12.68 14.45
C 7.87 12.88 16.42
C 13.68 13.81 14.18
C 14.70 8.57 16.85
C 10.48 10.69 13.79
C 18.39 15.22 13.04
C 8.78 18.51 14.28
C 12.78 14.95 13.73
H 11.75 15.32 10.52
H 16.23 15.60 12.04
H 12.12 8.77 17.68
H 9.83 13.04 8.23
H 11.17 13.29 16.01
H 9.20 18.63 15.28
H 16.71 18.65 15.53
H 13.43 13.31 10.36
H 21.23 16.21 14.33
H 19.87 13.49 11.88
H 20.16 15.93 12.22
H 8.62 12.70 10.75
H 11.04 15.37 8.20
H 13.94 6.29 15.47
H 13.30 9.19 15.34
H 12.76 14.99 18.07
H 13.08 15.34 9.55
H 12.25 12.57 14.45
H 7.71 13.92 16.11
H 13.34 15.55 13.01
H 14.84 10.95 12.71
H 14.47 14.23 14.83
H 12.46 7.07 17.54
H 15.76 15.60 18.63
H 9.86 15.82 11.01
H 16.20 13.93 12.59
H 21.49 13.85 12.50
H 9.86 16.15 14.86
H 15.53 8.88 16.23
H 14.10 13.27 13.32
H 11.87 14.53 13.28
H 10.64 12.95 17.51
H 9.54 10.35 13.37
H 7.53 16.81 14.76
H 9.61 11.39 16.20
H 15.85 17.40 14.64
H 7.81 13.04 9.26
H 8.52 12.11 14.07
H 12.69 10.99 10.50
H 11.44 7.74 16.33
H 11.36 10.44 13.18
H 17.95 16.20 13.29
H 12.46 15.60 14.55
H 13.37 11.01 16.80
H 7.56 14.14 10.65
H 15.05 11.12 16.42
H 12.74 12.03 11.92
H 11.66 13.55 6.68
H 9.43 18.78 13.43
H 14.82 17.97 18.93
H 10.64 10.31 14.80
H 14.36 16.96 20.11
H 7.84 16.99 13.05
H 11.11 16.51 17.06
H 14.87 18.57 15.49
H 15.18 10.39 11.13
H 15.03 7.66 17.36
H 20.03 15.39 15.12
H 10.19 16.32 12.42
H 10.74 12.79 9.73
H 14.52 11.53 18.09
H 12.62 12.72 7.95
H 18.03 14.63 13.91
H 14.42 7.43 14.43
H 13.92 9.59 12.07
H 7.85 13.01 17.51
H 7.92 19.20 14.25
H 13.79 14.48 19.40
H 20.31 13.19 13.58
H 13.14 14.30 7.35
H 16.22 14.31 10.83
H 13.94 16.95 16.58
H 9.36 13.75 14.24
H 14.07 13.93 17.70
H 15.02 15.60 16.16
H 7.12 12.13 16.18
H 10.25 15.17 16.94

---

Q: Number 1 is which compound?
A: C26H75N3O10

---

Q: The lowest gap between HOMO and LUMO belongs to which entry?
A: C26H75N3O10